# CH2O

CH2O in the gas phase (the ωB97M-V functional and the def2-TZVPD basis, OMol25).

The geometry in XYZ format:
```
4
Properties=species:S:1:pos:R:3:forces:R:3
C 0.06499 -0.00188 0.00039 -0.40 -1.52 0.01
O -1.11963 0.00989 0.00172 -2.33 -0.80 0.02
H 0.60997 -0.97048 0.01032 0.36 0.54 0.00
H 0.44467 0.96248 -0.01243 2.38 1.78 -0.02
```
Forces are in eV/Å.

**Kohn-Sham gap**: 11.25 eV
**Electronic energy**: -114.499283 Ha
**Energy relative to the best compared isomer or geometry (same formula, charge and spin)**: 0.2449 eV
**Lowest unoccupied orbital energy**: 0.0400 Ha
**HOMO level**: -10.16 eV
**Structure (SMILES)**: C=O
**M**: 30.03 g mol⁻¹